Density functional theory data (ωB97M-V/def2-TZVPD) for a structure of composition C26H33BeK2N7O4S in a non-equilibrium geometry.

```
74
Properties=species:S:1:pos:R:3:mulliken_charge:R:1
K 4.928 4.222 -1.070 0.9289
K 3.126 1.071 -4.616 0.9163
Be 5.067 -1.859 -0.127 0.3651
S 1.761 0.276 -0.533 1.3018
O 2.672 0.223 0.601 -0.6366
O 0.426 -0.071 -0.150 -0.5336
O 1.922 1.575 -1.158 -0.7878
O 2.296 -0.783 -1.367 -0.6451
C -0.843 4.532 -0.153 -0.6067
C 0.315 5.338 -0.512 0.3205
N 1.187 6.039 -0.696 -0.4103
H -0.775 4.233 0.893 0.2471
H -0.853 3.578 -0.679 0.1452
H -1.751 5.080 -0.404 0.3345
N -3.594 0.813 1.204 0.1549
C -4.835 0.946 0.624 -0.4024
C -5.803 1.001 1.599 -0.5426
C -5.064 0.933 2.815 -0.4935
C -3.690 0.787 2.563 -0.3879
H -2.738 0.835 0.668 0.1715
H -4.887 0.964 -0.455 0.4386
H -6.871 1.063 1.448 0.4093
H -5.434 0.936 3.830 0.3933
H -2.823 0.673 3.197 0.4842
N -2.534 -0.521 -2.956 0.2331
C -2.787 0.421 -3.892 -0.6662
C -3.542 -0.065 -4.874 -0.4924
C -3.802 -1.415 -4.600 -0.4920
C -3.137 -1.715 -3.352 -0.4816
H -1.994 -0.350 -2.120 0.1424
H -2.416 1.413 -3.682 0.4764
H -3.957 0.399 -5.756 0.4221
H -4.419 -2.102 -5.159 0.3946
H -3.041 -2.551 -2.676 0.4855
N 1.614 -0.824 4.686 0.0927
C 2.476 -0.647 5.768 -0.3476
C 1.806 -1.052 6.931 -0.4277
C 0.567 -1.502 6.564 -0.4316
C 0.508 -1.473 5.178 -0.3737
H 1.756 -0.533 3.729 0.2063
H 3.470 -0.268 5.582 0.4036
H 2.189 -1.027 7.941 0.3980
H -0.227 -1.863 7.200 0.3980
H -0.276 -1.800 4.511 0.4773
N 0.229 -1.966 -6.267 0.0939
C 1.230 -2.525 -5.512 -0.3191
C 2.404 -2.457 -6.253 -0.6480
C 2.133 -1.732 -7.457 -0.5064
C 0.791 -1.467 -7.422 -0.5085
H -0.718 -1.795 -5.960 0.2165
H 0.943 -2.810 -4.511 0.4688
H 3.335 -2.867 -5.891 0.4309
H 2.868 -1.430 -8.189 0.4387
H 0.244 -0.845 -8.115 0.3710
N 4.599 3.175 2.697 0.0883
C 5.856 3.688 3.019 -0.6320
C 5.752 5.054 3.287 -0.2894
C 4.376 5.356 3.001 -0.3244
C 3.709 4.203 2.586 -0.7623
H 4.414 2.221 2.421 0.2306
H 6.721 3.045 3.086 0.3992
H 6.501 5.737 3.659 0.4210
H 3.981 6.358 3.080 0.3905
H 2.682 4.053 2.289 0.5147
N -1.181 -3.851 0.861 0.0973
C -2.308 -3.931 1.644 -0.4368
C -2.720 -5.262 1.603 -0.4522
C -1.902 -5.881 0.700 -0.4472
C -0.943 -5.045 0.267 -0.2989
H -0.621 -3.031 0.675 0.1975
H -2.757 -3.067 2.112 0.4714
H -3.584 -5.754 2.025 0.3964
H -1.865 -6.940 0.492 0.4031
H -0.160 -5.167 -0.468 0.4135
```

The total charge is +2. The highest occupied orbital energy comes out at -11.9 eV. The frontier orbital gap comes out at 1.90 eV.